This record from OMol25 describes 5 unconnected molecules or ions with the total composition C21H33FO12S. The level of theory is ωB97M-V/def2-TZVPD.

Values from the calculation:
E_LUMO (hartree): 0.0196
Orbital gap (eV): 10.732
Max |F| (eV Å⁻¹): 1.898
Energy above the lowest of the compared OMol25 structures with the same formula, charge and spin (kJ/mol): 0.0
SMILES: C[C@]1(CCF)COS(=O)(=O)O1.O=C1CCCO1.O=C1CCCO1.O=C1CCCO1.O=C1CCCO1

Last column: natural (NBO) charge in e.
Geometry (Å):
C (-1.92363, 0.90945, -1.55475)  -0.62
C (-1.31964, 2.17258, -2.13159)  0.24
C (-2.31592, 3.33824, -2.17792)  -0.47
C (-3.68739, 2.94748, -2.64806)  0.06
F (-4.45608, 4.10106, -2.75820)  -0.37
C (-0.59425, 1.97692, -3.45032)  -0.09
O (0.75099, 2.51729, -3.22082)  -0.70
S (0.87268, 3.30776, -1.89941)  2.60
O (0.55521, 4.66534, -2.06820)  -0.94
O (2.06881, 3.08259, -1.19889)  -0.93
O (-0.32041, 2.57346, -1.13798)  -0.70
H (-2.34526, 0.29352, -2.33270)  0.22
H (-2.70915, 1.20959, -0.88482)  0.22
H (-1.16171, 0.37730, -1.01496)  0.25
H (-1.92908, 4.08150, -2.85540)  0.23
H (-2.36592, 3.78386, -1.20386)  0.24
H (-4.17942, 2.31722, -1.92378)  0.17
H (-3.67315, 2.46210, -3.61403)  0.16
H (-0.53899, 0.93779, -3.69970)  0.24
H (-0.97043, 2.59234, -4.24185)  0.21
O (0.22897, 1.01099, 4.58022)  -0.57
C (0.64383, 1.85836, 3.84674)  0.79
O (0.02944, 2.21542, 2.69615)  -0.50
C (0.83562, 3.17442, 1.97738)  -0.08
C (1.73760, 3.80372, 3.03356)  -0.43
C (1.92927, 2.64824, 4.01588)  -0.53
H (1.39750, 2.64379, 1.20964)  0.19
H (0.18773, 3.90215, 1.49624)  0.20
H (2.66271, 4.20020, 2.62131)  0.23
H (1.21259, 4.62118, 3.52924)  0.21
H (2.76808, 2.00964, 3.73399)  0.23
H (2.04266, 2.97960, 5.04329)  0.24
O (1.35731, -0.85872, -3.99651)  -0.58
C (2.50753, -0.60312, -3.80037)  0.80
O (3.30860, -0.01581, -4.71901)  -0.49
C (4.65893, 0.06006, -4.21776)  -0.07
C (4.52647, -0.01832, -2.70060)  -0.43
C (3.28948, -0.90214, -2.54460)  -0.53
H (5.22597, -0.77651, -4.63100)  0.18
H (5.10758, 0.98983, -4.55683)  0.20
H (5.41738, -0.40210, -2.20774)  0.22
H (4.32081, 0.97442, -2.29747)  0.22
H (3.54138, -1.96370, -2.53707)  0.24
H (2.70017, -0.65189, -1.66777)  0.25
O (-1.13062, -2.14448, -0.06863)  -0.58
C (-0.13815, -2.00639, 0.58726)  0.80
O (1.10167, -1.93869, 0.03934)  -0.50
C (2.09740, -1.87815, 1.07854)  -0.07
C (1.36030, -1.35585, 2.30118)  -0.41
C (-0.04244, -1.91747, 2.09686)  -0.54
H (2.50238, -2.88114, 1.22972)  0.18
H (2.90318, -1.21985, 0.75940)  0.19
H (1.82478, -1.64970, 3.23969)  0.23
H (1.32265, -0.26664, 2.27130)  0.21
H (-0.15307, -2.91972, 2.51413)  0.25
H (-0.81345, -1.26468, 2.49527)  0.26
O (-2.52393, -3.18240, 4.14820)  -0.56
C (-2.88703, -4.02324, 3.38363)  0.79
O (-2.16195, -5.14177, 3.12580)  -0.50
C (-2.78879, -5.91060, 2.08256)  -0.07
C (-4.24990, -5.47819, 2.08930)  -0.43
C (-4.14252, -4.01885, 2.53183)  -0.53
H (-2.29228, -5.67820, 1.13838)  0.18
H (-2.65863, -6.96806, 2.29783)  0.20
H (-4.74122, -5.61899, 1.12906)  0.22
H (-4.80203, -6.04943, 2.83658)  0.21
H (-3.98386, -3.34491, 1.68869)  0.25
H (-4.99734, -3.68978, 3.11447)  0.24